Computed, not measured: a 3-piece molecular cluster, C19H18N2O11S overall at a distorted geometry, with ωB97M-V/def2-TZVPD.

Summary:
- LUMO energy (eV) = -1.76
- net charge = 0
- multiplicity = 1
- gap between HOMO and LUMO (eV) = 7.836
- total energy (eV) = -56323.4665
- HOMO (eV) = -9.592
- SMILES = N#CC[C@@H](C#N)CCCS(=O)(=O)O.O=C1C=C(O)C(=O)C=C1O.O=C1C=C(O)C(=O)C=C1O

Geometry as XYZ:
```
51
Properties=species:S:1:pos:R:3:forces:R:3:mulliken_charge:R:1
N 2.828641 -1.024959 -3.425289 1.5 11.4 4.8 -0.5182
C 3.015980 0.168683 -2.910651 -0.6 -8.3 -2.6 0.2165
C 3.429167 1.520341 -2.061875 0.0 0.0 0.4 -0.5753
C 2.071284 2.363330 -1.568671 1.1 0.6 0.1 0.7668
C 2.623282 3.478297 -0.452627 4.1 6.0 4.4 -0.1263
N 3.195674 4.405087 0.280795 -5.5 -8.8 -6.9 -0.4868
C 1.398289 3.202986 -2.816394 0.3 1.2 0.6 -0.7111
C -0.236300 3.325539 -2.756935 -0.2 0.1 -0.5 -0.4791
C -1.036712 1.900096 -2.634054 -0.2 0.0 -2.2 -0.6307
S -1.590258 1.475975 -0.871843 -4.1 3.3 4.0 0.9570
O -3.095558 1.896767 -0.746324 5.5 -2.6 -1.3 -0.6158
O -0.819327 2.245867 0.227258 -1.0 -3.3 -4.1 -0.4654
O -1.476302 -0.250803 -0.703021 1.5 2.8 -0.3 -0.4259
H 4.157805 2.200321 -2.694992 -1.7 -1.5 1.1 0.3613
H 4.027797 1.258523 -1.065336 -1.4 0.0 -2.4 0.4118
H 1.356123 1.586990 -1.063081 1.3 1.9 -0.8 -0.0362
H 1.821494 2.812587 -3.851403 -1.2 0.5 2.2 0.3299
H 1.815975 4.316690 -2.715805 -0.9 -2.5 -0.3 0.3518
H -0.647717 4.038685 -1.915875 1.2 -1.4 -1.5 0.2823
H -0.571414 3.824909 -3.787063 0.7 -1.2 2.2 0.3502
H -0.485215 0.985419 -3.153998 -1.0 1.9 1.5 0.2801
H -2.050473 2.032727 -3.250344 2.0 -0.5 1.8 0.3939
H -0.500167 -0.478572 -0.564902 -1.7 0.5 -0.2 0.3699
O -0.799390 -7.273908 -0.078889 -0.3 0.7 -0.5 -0.6058
C -0.824568 -6.260507 -0.768379 0.8 -0.7 0.5 0.8730
C 0.402242 -5.562088 -1.182802 -0.2 -0.3 0.2 -0.7680
C 0.339207 -4.451411 -1.919731 1.9 0.5 -0.3 0.3145
O 1.488340 -3.791517 -2.314993 -2.1 -0.4 0.2 -0.5665
C -0.967396 -3.878628 -2.344984 -0.8 0.6 -0.4 1.0088
O -0.993924 -2.846191 -3.006444 0.3 -0.6 0.5 -0.6382
C -2.193273 -4.590003 -1.951218 0.2 0.3 -0.2 -0.9735
C -2.130320 -5.702643 -1.217194 -1.8 -0.5 0.2 0.4000
O -3.278161 -6.378214 -0.845463 2.0 0.4 -0.1 -0.5689
H 1.345153 -5.988158 -0.864805 -0.1 0.0 0.0 0.4244
H 1.179151 -3.018521 -2.835935 0.3 -0.2 0.1 0.3230
H -3.135697 -4.172286 -2.282382 0.1 0.0 0.0 0.4240
H -2.969173 -7.147741 -0.319503 -0.1 0.3 -0.2 0.3498
O 0.623047 4.003777 4.019942 -0.2 -0.7 0.6 -0.6154
C 0.109913 2.936233 4.336255 0.0 0.6 -0.9 0.8759
C -0.726643 2.161187 3.406698 0.2 0.4 0.1 -0.7177
C -1.284372 1.010512 3.788181 -0.9 -0.5 -1.4 0.2235
O -2.069474 0.275679 2.918796 0.9 0.3 1.6 -0.4936
C -1.085019 0.472499 5.161837 -0.1 -0.6 0.8 0.8511
O -1.625671 -0.578560 5.489144 0.3 0.7 -0.5 -0.6271
C -0.229037 1.234918 6.083735 -0.2 -0.3 -0.1 -0.9309
C 0.331616 2.383895 5.701321 1.0 0.6 1.5 0.3672
O 1.139513 3.104742 6.561439 -0.9 -0.4 -1.7 -0.5658
H -0.865041 2.565057 2.411975 0.0 -0.1 0.1 0.5362
H -2.356827 -0.512415 3.429518 0.1 0.4 -0.2 0.3396
H -0.078141 0.823049 7.073641 0.0 0.0 -0.1 0.4088
H 1.421875 3.895756 6.052669 -0.1 -0.3 0.2 0.3508
```
Positions in Å, forces in eV/Å.